Here is 3 unconnected molecules or ions with the total composition C24H54N6P at a distorted geometry from the OMol25 dataset. Energies are from ωB97M-V/def2-TZVPD.

Its relative energy (zero: lowest compared OMol25 entry of this formula, charge and spin) is 4.473 eV. As for the net charge: +1. The HOMO energy comes out at -9.63 eV. Its spin multiplicity is 1.

Geometry (Å):
1 N -1.716 0.901 2.202
2 P -1.061 1.647 0.902
3 N -0.940 0.638 -0.553
4 C -0.157 -0.586 -0.152
5 C -0.671 -2.004 -0.779
6 N -2.167 -2.182 -0.867
7 C -2.974 -0.948 -0.448
8 C -2.259 0.331 -1.210
9 C -3.246 1.615 -1.465
10 C -4.688 1.558 -0.683
11 C -4.607 1.683 0.947
12 C -6.096 1.971 1.641
13 N -7.053 0.806 1.527
14 C -6.967 -0.532 0.828
15 C -8.255 -1.549 0.884
16 C -9.252 -0.638 1.819
17 C -8.448 0.778 2.181
18 H -0.952 0.892 2.928
19 H 0.308 2.071 1.224
20 H -1.850 2.854 0.709
21 H 0.951 -0.421 -0.564
22 H -0.034 -0.743 1.009
23 H -0.275 -2.871 -0.059
24 H -0.142 -2.212 -1.819
25 H -2.479 -3.019 -0.316
26 H -2.412 -2.406 -1.878
27 H -4.079 -1.160 -0.807
28 H -2.923 -0.911 0.719
29 H -1.988 -0.081 -2.299
30 H -2.724 2.671 -1.273
31 H -3.520 1.641 -2.628
32 H -5.290 0.630 -1.084
33 H -5.299 2.512 -1.058
34 H -4.236 0.668 1.448
35 H -3.940 2.611 1.277
36 H -6.527 2.974 1.216
37 H -5.890 2.132 2.804
38 H -6.047 -0.937 0.229
39 H -8.427 -2.617 0.393
40 H -10.319 -0.999 2.137
41 H -8.894 1.637 2.858
42 C 3.195 0.919 1.729
43 C 4.021 0.165 2.767
44 N 3.217 -0.578 3.741
45 C 3.992 -1.060 4.889
46 C 5.084 -2.090 4.622
47 C 2.257 -1.540 3.190
48 C 2.807 -2.648 2.299
49 H 2.475 1.589 2.206
50 H 3.857 1.528 1.102
51 H 2.657 0.237 1.063
52 H 4.618 0.916 3.304
53 H 4.736 -0.486 2.251
54 H 3.308 -1.460 5.648
55 H 4.459 -0.189 5.370
56 H 4.666 -3.080 4.431
57 H 5.723 -2.181 5.506
58 H 5.727 -1.809 3.785
59 H 1.505 -0.984 2.618
60 H 1.687 -1.997 4.009
61 H 3.532 -2.283 1.567
62 H 1.983 -3.103 1.737
63 H 3.266 -3.448 2.882
64 C 5.079 -0.051 -1.879
65 C 3.716 0.385 -2.411
66 N 3.786 1.411 -3.455
67 C 2.488 2.025 -3.756
68 C 1.405 1.130 -4.349
69 C 4.609 1.089 -4.626
70 C 4.248 -0.164 -5.414
71 H 5.658 0.806 -1.523
72 H 4.943 -0.738 -1.037
73 H 5.662 -0.580 -2.639
74 H 3.158 0.793 -1.556
75 H 3.165 -0.499 -2.747
76 H 2.638 2.886 -4.420
77 H 2.097 2.458 -2.825
78 H 1.596 0.910 -5.400
79 H 0.441 1.648 -4.304
80 H 1.295 0.191 -3.804
81 H 5.650 0.997 -4.297
82 H 4.619 1.946 -5.311
83 H 4.042 -1.025 -4.772
84 H 5.088 -0.439 -6.062
85 H 3.390 0.000 -6.069

Here are the Löwdin charges for atoms 1 to 8, given in e:
1 N -0.3031
2 P 0.7694
3 N -0.2763
4 C -0.2149
5 C -0.1053
6 N -0.0043
7 C -0.0793
8 C -0.2846


Here is a molecular structure, C24H55FI3N15O11PS at a distorted geometry from the OMol25 dataset. Energies are from ωB97M-V/def2-TZVPD.

Its relative energy (zero: lowest compared OMol25 entry of this formula, charge and spin) is 12.654 eV. As for the net charge: +1. The HOMO energy comes out at -10.85 eV. Its spin multiplicity is 1.

Geometry (Å):
1 C 1.053 0.409 2.615
2 C 0.369 -0.857 1.897
3 C 0.182 -0.968 0.328
4 N 1.229 -0.708 -0.698
5 N 2.415 -1.130 -0.129
6 C 2.528 -2.456 0.119
7 S 2.717 -4.179 0.052
8 C 0.910 -1.152 -2.161
9 N 0.510 -2.585 -2.389
10 C -0.501 -0.537 -2.834
11 C -1.905 -1.144 -2.243
12 C -2.826 0.190 -1.824
13 O -4.271 -0.113 -1.757
14 C -4.915 0.977 -0.954
15 C 2.204 -0.626 -3.111
16 C 3.318 -1.874 -3.133
17 P 2.053 -0.595 -5.023
18 O 2.095 -2.065 -5.698
19 O 3.488 0.178 -5.740
20 O 0.691 0.126 -5.772
21 C 2.653 0.789 -2.327
22 I 1.841 2.402 -3.674
23 C 4.175 1.307 -2.287
24 I 5.709 0.075 -1.254
25 C 4.518 2.798 -1.773
26 C 5.278 2.954 -0.321
27 I 6.026 3.610 -3.218
28 C 1.671 0.752 -1.000
29 F 2.722 0.966 0.066
30 C 0.664 1.983 -0.647
31 C 1.445 3.391 -0.182
32 O 1.279 4.529 -0.910
33 H 0.636 1.472 2.371
34 H 2.237 0.317 2.482
35 H 0.895 0.276 3.793
36 H 0.934 -1.832 2.296
37 H -0.717 -0.963 2.390
38 H -0.228 -2.070 0.105
39 H -0.753 -0.268 0.073
40 H 0.527 -3.210 -1.590
41 H 0.718 -2.972 -3.312
42 H -0.509 0.622 -2.913
43 H -0.504 -1.080 -3.903
44 H -1.811 -1.901 -1.364
45 H -2.579 -1.693 -3.064
46 H -2.698 0.934 -2.748
47 H -2.411 0.761 -0.893
48 H -4.588 0.928 0.172
49 H -6.081 0.856 -1.004
50 H -4.662 2.048 -1.368
51 H 3.902 -2.038 -2.156
52 H 2.877 -2.913 -3.424
53 H 4.129 -1.620 -3.973
54 H 3.777 -0.350 -6.551
55 H 1.034 0.859 -6.363
56 H 4.547 1.254 -3.426
57 H 3.695 3.611 -1.769
58 H 4.818 2.336 0.556
59 H 6.467 2.877 -0.393
60 H 5.112 4.095 0.000
61 H -0.001 1.763 0.323
62 H -0.179 2.201 -1.465
63 H 2.106 3.376 0.784
64 C -7.570 -1.777 -2.052
65 O -7.677 -0.997 -1.119
66 N -6.391 -2.051 -2.639
67 N -8.621 -2.433 -2.576
68 H -6.283 -2.691 -3.408
69 H -5.574 -1.578 -2.274
70 H -9.528 -2.255 -2.163
71 H -8.553 -3.079 -3.344
72 C -8.519 -4.568 1.270
73 O -8.475 -5.760 1.528
74 N -7.807 -4.012 0.274
75 N -9.284 -3.702 1.960
76 H -7.830 -3.032 0.046
77 H -7.217 -4.628 -0.270
78 H -9.837 -4.080 2.719
79 H -9.334 -2.717 1.763
80 C -4.394 5.252 -1.818
81 O -4.350 4.060 -1.561
82 N -3.682 5.808 -2.815
83 N -5.160 6.117 -1.129
84 H -3.705 6.788 -3.042
85 H -3.092 5.192 -3.359
86 H -5.712 5.740 -0.370
87 H -5.209 7.103 -1.326
88 C 2.928 0.943 6.458
89 O 2.973 0.920 5.239
90 N 4.032 0.933 7.227
91 N 1.771 0.981 7.143
92 H 4.015 0.952 8.233
93 H 4.924 0.905 6.752
94 H 0.916 0.990 6.602
95 H 1.713 1.001 8.147
96 C -0.425 -0.540 9.563
97 O 0.748 -0.281 9.784
98 N -0.840 -1.109 8.417
99 N -1.406 -0.280 10.445
100 H -1.801 -1.330 8.216
101 H -0.132 -1.321 7.725
102 H -1.137 0.148 11.321
103 H -2.377 -0.486 10.281
104 C 9.564 -1.552 -1.215
105 O 9.159 -1.308 -0.089
106 N 8.907 -1.167 -2.324
107 N 10.703 -2.229 -1.447
108 H 9.225 -1.359 -3.259
109 H 8.044 -0.655 -2.193
110 H 11.228 -2.538 -0.639
111 H 11.052 -2.440 -2.366

Here are the Löwdin charges for atoms 1 to 8, given in e:
1 C -0.1270
2 C -0.2169
3 C -0.1384
4 N -0.1308
5 N 0.0545
6 C -0.4385
7 S 0.7416
8 C -0.2824


Here is 7 unconnected molecules or ions with the total composition C24H55N3O9S2 at a distorted geometry from the OMol25 dataset. Energies are from ωB97M-V/def2-TZVPD.

As for the net charge: 0. The HOMO energy comes out at -7.79 eV. Its spin multiplicity is 1.

Geometry (Å):
1 C -9.655 0.248 -0.875
2 C -8.767 0.700 -2.029
3 C -7.277 0.277 -1.763
4 C -6.607 0.936 -0.565
5 N -5.107 0.818 -0.551
6 C -4.468 -0.578 -0.638
7 C -4.027 -1.051 0.778
8 C -4.528 0.076 1.701
9 C -4.646 1.315 0.829
10 C -4.482 1.793 -1.507
11 H -9.647 0.948 -0.041
12 H -9.277 -0.716 -0.513
13 H -10.663 -0.069 -1.142
14 H -8.872 1.781 -2.122
15 H -9.057 0.198 -2.951
16 H -6.787 0.612 -2.684
17 H -7.286 -0.809 -1.841
18 H -7.002 0.395 0.297
19 H -6.810 1.996 -0.436
20 H -3.573 -0.455 -1.243
21 H -5.166 -1.260 -1.114
22 H -2.953 -1.082 0.954
23 H -4.502 -1.983 1.072
24 H -3.724 0.390 2.369
25 H -5.406 -0.236 2.264
26 H -3.629 1.693 0.730
27 H -5.258 2.071 1.318
28 H -4.655 1.436 -2.521
29 H -3.402 1.749 -1.375
30 H -4.871 2.784 -1.296
31 O 1.254 1.507 -0.080
32 C 0.347 0.484 -0.119
33 O -0.634 0.571 0.692
34 O 0.445 -0.453 -0.936
35 H 0.808 1.899 0.707
36 C 3.548 -1.664 3.493
37 S 3.249 -3.146 2.445
38 O 2.814 -4.161 3.452
39 C 1.684 -2.466 1.792
40 H 4.568 -1.581 3.860
41 H 2.747 -1.572 4.224
42 H 3.458 -0.768 2.874
43 H 1.177 -1.712 2.391
44 H 0.902 -3.135 1.431
45 H 2.030 -2.032 0.848
46 C 1.698 2.607 5.481
47 S 0.280 2.477 4.323
48 O 0.550 3.542 3.285
49 C 0.813 0.854 3.653
50 H 2.258 3.519 5.272
51 H 2.358 1.761 5.650
52 H 1.250 2.864 6.448
53 H 1.890 0.729 3.534
54 H 0.444 0.768 2.628
55 H 0.430 -0.013 4.192
56 C 1.360 -0.302 -4.463
57 O 0.569 -0.921 -5.135
58 N 1.968 0.853 -4.888
59 C 3.105 1.400 -4.184
60 C 1.860 1.186 -6.286
61 H 1.670 -0.530 -3.429
62 H 2.799 1.440 -3.135
63 H 3.297 2.430 -4.475
64 H 4.005 0.779 -4.217
65 H 2.092 2.237 -6.469
66 H 2.571 0.636 -6.914
67 H 0.891 1.016 -6.750
68 C 1.703 -3.606 -1.427
69 O 1.097 -4.636 -1.213
70 N 3.047 -3.425 -1.234
71 C 3.526 -2.060 -1.281
72 C 3.994 -4.508 -1.015
73 H 1.255 -2.667 -1.777
74 H 4.270 -1.935 -2.071
75 H 3.957 -1.805 -0.312
76 H 2.683 -1.391 -1.457
77 H 4.804 -4.390 -1.734
78 H 4.358 -4.461 0.016
79 H 3.566 -5.508 -1.026
80 O 4.740 1.161 3.382
81 C 5.697 1.319 2.650
82 O 5.709 1.096 1.365
83 C 4.560 0.771 0.610
84 C 4.740 0.982 -0.897
85 C 7.096 1.483 3.201
86 H 3.585 1.151 0.919
87 H 4.512 -0.305 0.800
88 H 4.875 2.000 -1.273
89 H 3.864 0.611 -1.422
90 H 5.672 0.516 -1.222
91 H 7.175 2.493 3.601
92 H 7.938 1.312 2.536
93 H 7.127 0.724 3.983

Here are the Löwdin charges for atoms 1 to 8, given in e:
1 C -0.1171
2 C -0.2347
3 C -0.1859
4 C -0.1192
5 N -0.2468
6 C -0.0374
7 C -0.1051
8 C -0.1575